Entry 1:
59
Properties=species:S:1:pos:R:3 method="wB97M-V/def2-TZVPD" gap_ev="5.7 / 6.8" homo_energy_ev="-9.57 / -9.59" relative_energy_kcal_mol=5.2 s_squared=12.049 total_charge=+1 spin_multiplicity=7
C -2.619 -1.794 -2.962
H 4.886 0.814 -1.105
H -0.095 4.070 2.055
H 3.229 -0.673 1.773
C 3.958 0.308 -1.332
C -3.932 -1.162 1.017
H 2.873 4.741 -0.910
C 0.798 -4.672 -0.032
S -2.488 1.626 -0.127
N 0.028 -2.620 0.933
N 2.002 -0.785 -0.536
Sb 0.216 -2.630 -2.163
H -4.652 -0.350 1.101
H 1.799 5.013 -2.298
C 0.060 -3.191 2.145
C -4.400 -1.348 -1.438
H -0.675 -3.067 4.145
H 1.229 -6.269 1.350
C -3.473 -1.319 -0.396
C 0.766 4.418 1.495
H 1.782 6.152 -0.924
Eu -0.311 -0.094 0.375
H -2.259 -2.023 -3.956
C 1.642 -1.032 -1.811
C 0.368 -3.363 -0.141
H -1.141 4.706 -2.044
C 3.139 -0.117 -0.292
C 3.472 0.177 1.136
C -1.114 4.793 -0.959
H 0.520 -4.923 3.315
S -2.323 2.566 1.704
N -2.165 -1.491 -0.636
C 2.374 -0.566 -2.889
C 0.500 -4.504 2.319
C -3.970 -1.552 -2.729
H 0.876 5.500 1.574
H 1.053 -5.240 -0.918
H -5.447 -1.194 -1.217
S 0.433 0.974 2.736
H -1.277 -1.793 3.078
H -1.152 5.840 -0.660
C 3.556 0.119 -2.638
H 2.057 -0.775 -3.902
C 0.886 -5.250 1.230
H -1.941 4.237 -0.531
S 0.859 2.069 -1.079
As 0.546 4.042 -0.370
H 4.163 0.482 -3.457
H 4.525 0.425 1.252
H -4.413 -2.088 1.343
C -1.750 -1.761 -1.888
C -0.405 -2.400 3.329
H 2.883 1.032 1.480
H -4.675 -1.556 -3.549
S -1.622 1.138 3.001
H -3.106 -0.947 1.691
H 1.660 3.915 1.855
C 1.897 5.110 -1.219
H 0.370 -1.717 3.677


Entry 2:
58
Properties=species:S:1:pos:R:3 method="wB97M-V/def2-TZVPD" gap_ev=6.8 homo_energy_ev=-9.65 total_charge=+1 spin_multiplicity=1
C -0.336 -2.274 -0.486
C 3.908 1.293 1.962
H 0.309 4.105 2.042
C 1.519 -1.330 0.691
C -2.599 -1.212 -0.109
C -3.306 -4.749 -3.058
N -2.906 -2.914 -1.586
H 1.718 0.240 3.363
H 3.910 3.702 1.829
C -1.185 -1.280 0.069
N 1.259 3.751 2.048
H -5.503 -2.316 -2.216
C -5.380 -5.053 -4.197
H 2.559 -1.388 0.998
H 3.990 3.753 0.082
N 0.807 -0.337 1.186
N 1.870 1.241 3.306
C 3.311 1.568 3.337
C -2.676 0.749 1.331
H -2.294 -5.062 -2.834
H 1.472 4.068 0.021
C -0.532 -0.315 0.884
C -5.902 -3.922 -3.582
H -3.254 1.522 1.820
Br -6.446 -6.016 -5.424
C -1.296 0.788 1.457
H -4.372 -0.235 0.459
H -0.761 -3.010 -1.147
H 2.398 3.013 -1.552
H -6.917 -3.614 -3.792
H 2.282 5.321 0.946
H 0.237 2.444 -1.116
C 2.227 1.956 -1.347
H 3.194 0.331 -0.351
H 4.310 1.622 -0.814
N -3.439 -2.010 -0.924
C -3.296 -0.234 0.569
C 3.356 3.456 0.921
H 1.713 4.022 2.913
H -3.701 -6.366 -4.418
N 0.904 1.809 -0.689
H 1.374 1.665 4.083
C 0.996 -2.302 -0.164
H 3.840 0.221 1.765
H 4.967 1.567 1.922
C -4.088 -5.479 -3.939
C -3.814 -3.613 -2.444
H 2.264 1.435 -2.305
H 3.410 2.624 3.591
O -0.676 1.752 2.061
Fe 1.168 1.757 1.464
N 3.115 1.978 0.920
C -5.116 -3.199 -2.705
H 1.646 -3.073 -0.552
H 0.538 0.879 -0.875
C 2.055 4.251 0.917
C 3.308 1.412 -0.425
H 3.860 1.008 4.097


Entry 3:
56
Properties=species:S:1:pos:R:3 method="wB97M-V/def2-TZVPD" gap_ev=6.0 homo_energy_ev=-3.54 total_charge=-1 spin_multiplicity=1
H -3.820 1.741 3.637
C -1.865 0.579 1.917
O -0.850 -2.027 2.219
C -0.021 -1.114 2.159
H -2.567 -0.390 0.118
C 0.429 1.427 2.248
C -1.526 3.897 -1.830
C 1.460 -2.717 2.899
C -2.780 -0.396 1.188
H -2.102 1.608 1.595
H 1.029 -3.346 2.116
C -2.116 0.467 3.416
H 4.099 1.363 3.668
H 2.280 2.972 3.401
H -1.486 1.196 3.937
C 3.965 1.790 2.666
H 4.127 1.000 1.918
O 1.381 -2.000 -0.092
H 4.709 2.581 2.529
H -1.812 -0.539 3.732
Br -2.267 5.463 -2.589
C 2.577 2.356 2.539
H -3.708 0.478 4.849
H -5.576 0.189 3.132
C -1.723 1.562 -1.256
O 3.327 -1.083 0.393
O -0.071 2.513 2.501
H -3.289 2.698 -2.210
H 1.316 2.790 -0.346
H -4.492 0.894 1.072
C -3.584 0.680 3.781
C 0.023 0.329 0.114
C 1.515 0.246 0.050
C -0.216 3.900 -1.339
H -0.426 -0.542 -0.397
H -2.507 -1.392 1.561
H 3.176 -3.919 3.170
C -4.239 -0.104 1.454
C -2.287 2.718 -1.794
C -0.482 1.601 -0.606
C 0.293 2.754 -0.710
C 2.940 -2.872 2.971
O 1.224 -1.326 2.570
H -2.247 0.611 -1.359
H -4.512 -1.207 3.288
C -4.553 -0.162 2.954
H 0.411 4.776 -1.449
N 2.093 -0.980 0.113
H -4.857 -0.820 0.903
C -0.371 0.293 1.587
H 2.134 1.068 -0.309
H 0.963 -2.913 3.856
H 3.400 -2.573 2.027
O 1.725 1.173 2.481
H 3.359 -2.267 3.776
H 2.453 2.920 1.601